# 1
C28H38N6O11PSSc | ωB97M-V/def2-TZVPD

The energy above the lowest of the compared OMol25 structures with the same formula, charge and spin is 282.3 kJ/mol. Its maximum force is 1.31 eV/Å. The value obtained for the calculated total energy is -101919.3503 eV. The value obtained for the molecular weight is 742.64 g/mol. The net charge is +2. The HOMO energy comes out at -0.403 Ha. Its orbital gap is 3.870 eV.

XYZ file:
```
86
Properties=species:S:1:pos:R:3:mulliken_charge:R:1
Sc 0.209 0.104 0.203 0.102
C -1.656 4.818 -1.431 -0.702
O -1.492 3.412 -1.068 -0.413
P -0.175 2.585 -0.845 0.954
O -0.741 1.348 -3.516 0.222
C -1.465 0.120 -3.922 -0.638
O 0.980 3.621 -1.118 -0.298
C 2.275 3.781 -0.517 -0.601
H -2.678 5.062 -1.161 0.300
H -1.506 4.931 -2.503 0.275
H -0.945 5.420 -0.875 0.302
H -2.359 0.040 -3.316 0.306
H -0.749 -0.687 -3.791 0.307
H -1.693 0.264 -4.974 0.375
H 2.321 4.782 -0.096 0.343
H 3.022 3.671 -1.299 0.289
H 2.446 3.026 0.249 0.109
C -0.228 0.188 4.839 -1.037
C -0.474 -0.129 3.350 -0.757
N 0.457 0.643 2.488 1.639
C 1.855 0.305 2.865 -0.500
C 2.135 0.710 4.328 -0.899
N 0.855 1.225 4.917 -0.046
C 0.428 2.466 4.194 -1.079
C 0.220 2.092 2.713 -0.575
H 0.106 -0.678 5.407 0.289
H -1.110 0.605 5.322 0.442
H -1.497 0.121 3.067 0.426
H -0.321 -1.191 3.154 0.477
H 2.529 0.820 2.180 0.400
H 1.992 -0.767 2.731 0.408
H 2.873 1.505 4.412 0.326
H 2.458 -0.133 4.937 0.345
H 1.011 1.456 5.900 0.281
H 1.214 3.207 4.329 0.395
H -0.483 2.829 4.667 0.351
H 0.901 2.654 2.075 0.242
H -0.800 2.322 2.405 0.562
O -5.954 3.068 3.243 -0.650
S -6.800 2.315 4.151 1.177
O -6.167 2.011 5.422 -0.671
O -8.177 2.719 4.201 -0.651
C -6.823 0.628 3.413 0.015
N -7.594 -0.341 3.922 -0.440
C -7.387 -1.572 3.489 -0.330
C -6.376 -1.907 2.575 -0.614
C -5.683 -0.819 2.079 0.271
N -5.932 0.425 2.467 -0.261
C -4.458 -0.821 1.256 1.039
C -4.104 0.400 0.670 -1.151
C -2.853 0.553 0.146 -0.700
N -1.901 -0.404 0.256 0.636
C -2.271 -1.618 0.732 -0.743
C -3.552 -1.878 1.168 -0.791
H -8.021 -2.345 3.909 0.428
H -6.191 -2.932 2.288 0.412
H -4.811 1.219 0.703 0.624
H -2.563 1.494 -0.304 0.821
H -1.496 -2.373 0.782 0.526
H -3.791 -2.852 1.573 0.448
C 3.142 -2.389 -0.178 -1.105
C 1.785 -2.715 0.306 0.692
C 1.400 -4.132 0.536 -1.218
O 0.932 -1.821 0.517 -0.471
H 3.869 -2.830 0.511 0.419
H 3.315 -1.328 -0.321 0.044
H 3.303 -2.925 -1.121 0.424
H 2.240 -4.814 0.441 0.465
H 0.641 -4.399 -0.206 0.314
H 0.933 -4.236 1.516 0.315
O 3.601 0.491 -1.906 -0.650
C 2.453 0.810 -1.778 0.104
O 1.839 0.712 -0.521 0.165
C 1.506 1.356 -2.733 -0.083
C 1.938 2.109 -3.808 -0.561
C 1.261 3.019 -4.631 -0.752
C -0.089 3.344 -4.614 -0.371
C -1.098 2.609 -4.046 -0.378
C 0.083 1.329 -2.298 0.568
N -2.402 3.019 -3.721 1.173
O -3.086 2.243 -3.047 -0.645
O -2.780 4.083 -4.165 -0.609
H 3.011 2.054 -3.968 0.495
H 1.882 3.608 -5.290 0.428
H -0.413 4.252 -5.110 0.573
H -0.173 0.324 -1.873 0.345
```

***

# 2
C28H39 | ωB97M-V/def2-TZVPD

The energy above the lowest of the compared OMol25 structures with the same formula, charge and spin is 0.0 kJ/mol. Its maximum force is 1.55 eV/Å. The value obtained for the calculated total energy is -29662.1100 eV. The value obtained for the molecular weight is 375.62 g/mol. The net charge is +1. The HOMO energy comes out at -0.396 Ha. Its orbital gap is 5.067 eV.

XYZ file:
```
67
Properties=species:S:1:pos:R:3:mulliken_charge:R:1
C -2.003 -2.132 -2.649 -1.320
C -0.593 -1.670 -2.519 1.045
C 0.025 -1.622 -1.141 -1.112
C 0.143 -1.535 -3.700 -0.866
C 1.502 -1.412 -3.825 0.214
C 2.184 -1.435 -5.138 -1.315
H -2.305 -2.064 -3.702 0.452
H -2.095 -3.178 -2.311 0.320
H -2.718 -1.546 -2.062 0.155
H 1.108 -1.802 -1.220 0.724
H -0.401 -2.467 -0.566 0.374
H -0.438 -1.593 -4.637 0.281
H 2.132 -1.297 -2.942 0.233
H 3.265 -1.423 -4.968 0.400
H 1.918 -2.340 -5.701 0.370
H 1.925 -0.577 -5.778 0.339
C 2.110 0.956 6.013 -1.492
C 2.081 0.828 4.521 0.515
C 1.702 1.899 3.712 -0.895
C 1.683 1.804 2.318 1.392
C 1.254 3.050 1.591 -2.200
C 2.049 0.590 1.696 0.276
C 2.155 0.459 0.167 0.552
C 3.311 1.284 -0.396 -1.771
C 0.819 0.730 -0.560 -1.196
C -0.233 -0.358 -0.292 2.221
C -1.720 0.053 -0.336 -0.971
C -2.619 -0.680 0.478 0.836
C -2.155 -1.571 1.600 -1.606
C -3.993 -0.594 0.249 -0.975
C -4.530 0.329 -0.653 0.546
C -6.012 0.419 -0.880 -1.519
C -3.641 1.161 -1.327 -1.030
C -2.251 1.038 -1.199 1.702
C -1.412 1.990 -2.002 -1.384
C 2.445 -0.493 2.509 1.351
C 2.906 -1.807 1.929 -1.413
C 2.442 -0.364 3.896 -1.048
H 2.403 0.007 6.472 0.357
H 2.824 1.723 6.339 0.330
H 1.128 1.240 6.407 0.337
H 1.422 2.847 4.177 0.452
H 1.690 3.163 0.596 0.266
H 0.159 3.102 1.493 0.330
H 1.545 3.932 2.179 0.524
H 2.400 -0.589 -0.049 0.025
H 4.248 0.935 0.059 0.448
H 3.390 1.160 -1.485 0.416
H 3.205 2.350 -0.169 0.258
H 0.420 1.700 -0.241 -0.086
H 1.020 0.805 -1.642 0.357
H -0.047 -0.662 0.748 -0.068
H -3.000 -1.773 2.268 0.542
H -1.776 -2.540 1.241 0.227
H -1.376 -1.089 2.207 0.292
H -4.661 -1.248 0.811 0.450
H -6.249 1.261 -1.540 0.346
H -6.399 -0.493 -1.355 0.315
H -6.551 0.546 0.068 0.354
H -4.045 1.931 -1.994 0.309
H -2.048 2.566 -2.687 0.484
H -0.911 2.730 -1.361 0.232
H -0.663 1.468 -2.612 0.148
H 3.178 -2.482 2.748 0.425
H 2.112 -2.307 1.352 0.187
H 3.795 -1.694 1.291 0.295
H 2.745 -1.216 4.507 0.266
```

***

# 3
C28H39AlCl36I2O5P | ωB97M-V/def2-TZVPD

The energy above the lowest of the compared OMol25 structures with the same formula, charge and spin is 0.0 kJ/mol. Its maximum force is 1.18 eV/Å. The value obtained for the calculated total energy is -522798.8727 eV. The value obtained for the molecular weight is 2043.69 g/mol. The net charge is -1. The HOMO energy comes out at -0.137 Ha. Its orbital gap is 5.082 eV.

XYZ file:
```
112
Properties=species:S:1:pos:R:3:mulliken_charge:R:1
C -2.776 0.144 -7.122 -0.282
C -2.976 0.381 -5.639 -0.423
O -2.480 1.647 -5.282 -0.324
C -3.246 2.275 -4.261 -0.405
C -2.539 3.530 -3.788 -0.004
O -1.979 3.329 -2.522 -0.231
C -0.612 3.720 -2.353 -0.729
Al 0.122 2.656 -0.787 -0.536
C 0.085 3.767 0.896 -1.120
C 0.856 3.210 2.116 -0.137
C -0.051 2.604 3.201 0.764
C 0.584 2.836 4.581 -1.029
C -0.151 2.121 5.725 0.044
C 0.403 0.703 5.980 0.005
C -0.673 -0.391 5.916 0.039
C -0.090 -1.691 6.436 -0.034
O -1.065 -2.739 6.220 -0.272
C -0.676 -3.962 6.598 0.592
C -1.688 -5.022 6.263 -0.511
O 0.372 -4.194 7.158 -0.576
C 2.013 2.019 -1.321 -0.512
I 1.839 0.997 -3.209 0.043
C 2.642 1.127 -0.205 0.680
C 3.837 1.842 0.430 -1.446
I 3.395 -0.779 -0.875 0.078
P -1.420 0.850 -0.497 0.183
C -0.718 -0.388 0.723 -0.803
O -1.447 0.018 -1.988 -0.401
H -1.726 0.213 -7.367 0.294
H -3.113 -0.870 -7.370 -0.327
H -3.389 0.847 -7.692 0.433
H -2.498 -0.407 -5.043 0.219
H -4.054 0.315 -5.426 0.386
H -3.323 1.619 -3.388 0.304
H -4.249 2.489 -4.656 0.360
H -3.302 4.314 -3.694 -0.191
H -1.824 3.883 -4.539 0.364
H -0.533 4.810 -2.208 0.329
H -0.041 3.484 -3.261 0.289
H 0.497 4.751 0.644 0.497
H -0.960 3.934 1.178 0.372
H 1.405 4.031 2.595 0.386
H 1.608 2.462 1.859 -0.177
H -0.178 1.527 3.056 -0.153
H -1.018 3.110 3.212 -0.371
H 0.646 3.910 4.771 0.475
H 1.614 2.462 4.552 0.323
H -1.224 2.093 5.554 -0.472
H 0.018 2.707 6.634 0.365
H 0.907 0.651 6.948 0.608
H 1.151 0.483 5.213 -0.590
H -1.478 -0.088 6.589 0.092
H -1.036 -0.509 4.894 0.201
H 0.086 -1.614 7.508 0.275
H 0.824 -1.951 5.904 -0.241
H -2.013 -5.530 7.168 0.323
H -1.261 -5.723 5.548 -0.083
H -2.564 -4.569 5.799 0.320
H 2.711 2.838 -1.496 0.735
H 1.855 0.916 0.515 -0.671
H 4.400 1.144 1.050 0.368
H 4.495 2.188 -0.368 0.479
H 3.516 2.683 1.045 0.326
H -0.346 -1.273 0.196 0.420
H -1.529 -0.746 1.361 0.382
H 0.073 0.019 1.352 -0.161
H -1.067 -0.860 -1.880 0.240
C 4.767 -1.378 3.924 -0.008
Cl 5.587 -2.562 4.957 -0.056
Cl 4.418 -2.067 2.347 0.191
Cl 3.261 -0.871 4.698 -0.019
Cl 5.820 0.034 3.727 -0.111
C 8.110 -3.683 0.918 0.287
Cl 8.279 -3.158 -0.758 -0.091
Cl 9.604 -4.474 1.443 -0.115
Cl 7.777 -2.304 1.952 -0.035
Cl 6.755 -4.820 1.035 -0.073
C -4.575 -2.866 -9.313 0.342
Cl -3.923 -2.941 -7.677 -0.151
Cl -3.306 -2.350 -10.424 -0.055
Cl -5.171 -4.461 -9.793 -0.118
Cl -5.906 -1.704 -9.357 -0.104
C 4.381 -0.816 -6.509 0.277
Cl 2.717 -1.247 -6.138 -0.048
Cl 5.400 -1.163 -5.110 -0.060
Cl 4.945 -1.761 -7.899 -0.126
Cl 4.474 0.903 -6.892 -0.087
C -4.707 2.702 5.580 0.347
Cl -4.111 1.594 6.825 -0.111
Cl -5.944 1.889 4.619 -0.107
Cl -5.412 4.127 6.359 -0.119
Cl -3.376 3.191 4.540 -0.081
C -0.234 0.988 -10.898 0.317
Cl 1.219 1.799 -10.315 -0.090
Cl 0.164 -0.670 -11.374 -0.121
Cl -1.445 0.953 -9.618 -0.028
Cl -0.867 1.858 -12.310 -0.116
C 3.027 -5.899 4.174 0.123
Cl 3.491 -6.627 5.721 -0.130
Cl 1.719 -6.846 3.461 -0.084
Cl 2.462 -4.255 4.446 0.084
Cl 4.427 -5.894 3.089 -0.045
C -1.730 -8.720 5.133 0.314
Cl -2.843 -8.184 6.398 -0.094
Cl -0.069 -8.497 5.674 -0.038
Cl -2.017 -10.429 4.784 -0.111
Cl -2.002 -7.767 3.671 -0.094
C -3.958 7.602 -4.847 0.349
Cl -4.183 8.508 -6.353 -0.119
Cl -2.280 7.096 -4.707 -0.062
Cl -4.379 8.635 -3.475 -0.112
Cl -5.009 6.185 -4.856 -0.095
```

***

# 4
C28H39AsBrGaN5O4S2 | ωB97M-V/def2-TZVPD

The energy above the lowest of the compared OMol25 structures with the same formula, charge and spin is 301.3 kJ/mol. Its maximum force is 1.18 eV/Å. The value obtained for the calculated total energy is -250232.3363 eV. The value obtained for the molecular weight is 798.33 g/mol. The net charge is +1. The HOMO energy comes out at -0.417 Ha. Its orbital gap is 6.903 eV.

XYZ file:
```
81
Properties=species:S:1:pos:R:3:mulliken_charge:R:1
Ga 0.434 1.055 -0.473 1.640
Br -1.905 -0.195 -2.437 -0.235
C -0.597 -1.819 -0.298 0.974
C -0.358 -3.176 -0.337 -0.909
C 0.942 -3.617 -0.092 -0.526
C 1.926 -2.710 0.275 -0.794
C 1.598 -1.366 0.292 0.708
N 0.379 -0.961 -0.047 -0.003
C 2.488 -0.226 0.799 0.128
O 3.577 -0.467 1.245 -0.631
O 1.909 0.944 0.729 -0.562
H -1.162 -3.869 -0.545 0.576
H 1.168 -4.673 -0.148 0.463
H 2.921 -3.023 0.556 0.612
O 6.494 5.519 -2.650 -0.467
C 6.166 4.572 -1.755 0.561
O 6.784 4.452 -0.737 -0.528
C 4.989 3.698 -2.077 0.791
C 3.918 4.151 -2.842 -0.654
C 2.783 3.369 -2.985 -0.868
C 2.726 2.112 -2.391 0.076
S 1.231 1.153 -2.601 -0.305
C 3.829 1.622 -1.701 -0.410
C 4.942 2.424 -1.521 -0.772
H 5.973 5.475 -3.457 0.319
H 3.930 5.134 -3.297 0.276
H 1.943 3.724 -3.567 0.522
H 3.824 0.621 -1.295 0.583
H 5.784 2.068 -0.944 0.481
N -2.045 0.077 0.666 0.347
C -3.303 0.613 1.309 0.449
N -4.457 -0.089 0.738 0.301
C -5.123 0.679 -0.322 -0.762
C -5.919 1.868 0.230 -0.271
C -6.589 1.497 1.565 -0.527
C -6.804 -0.013 1.644 -0.893
C -5.456 -0.752 1.593 -0.741
H -5.790 -0.013 -0.840 0.577
H -4.384 1.016 -1.052 0.157
H -6.671 2.151 -0.508 0.484
H -5.266 2.734 0.366 -0.210
H -7.542 2.017 1.661 0.485
H -5.967 1.814 2.406 0.129
H -7.455 -0.325 0.825 0.361
H -7.307 -0.278 2.574 0.455
H -5.605 -1.764 1.202 0.297
H -5.061 -0.847 2.600 0.293
C -1.645 3.148 -0.662 0.620
C -2.207 4.538 -0.277 -0.887
N -1.304 5.202 0.655 -0.169
C -0.003 5.388 0.016 -0.976
C 0.587 4.021 -0.429 -0.352
N -0.338 2.947 0.014 -0.529
C -0.489 3.034 1.491 0.464
C -1.151 4.385 1.853 -0.943
H -1.486 3.051 -1.737 0.642
H -2.308 2.339 -0.358 -0.482
H -3.190 4.445 0.189 0.338
H -2.321 5.172 -1.157 0.270
H 0.660 5.890 0.721 0.313
H -0.139 6.044 -0.844 0.376
H 1.571 3.838 0.006 0.600
H 0.681 3.961 -1.513 0.222
H 0.507 2.934 1.924 0.727
H -1.083 2.184 1.812 -0.639
H -0.546 4.932 2.576 0.325
H -2.140 4.238 2.292 0.369
C -3.215 0.644 2.845 -2.063
As -2.535 -0.793 4.084 0.321
C -2.906 -2.497 3.155 -0.804
C -0.627 -0.599 3.642 -0.843
S -2.282 -1.120 -0.300 -0.041
H -2.568 1.483 3.114 0.581
H -4.203 0.927 3.208 0.502
H -3.371 1.666 1.003 -0.516
H -3.935 -2.803 3.335 0.347
H -2.253 -3.255 3.588 0.425
H -2.737 -2.456 2.087 0.057
H -0.236 0.285 4.144 0.359
H -0.489 -0.477 2.574 -0.091
H -0.059 -1.461 3.992 0.494
```

***

# 5
C28H39BF2NO2PSSr | ωB97M-V/def2-TZVPD

Its maximum force is 10.35 eV/Å. The value obtained for the calculated total energy is -62296.1907 eV. The value obtained for the molecular weight is 621.09 g/mol. The net charge is +2. The HOMO energy comes out at -0.452 Ha. Its orbital gap is 3.623 eV.

XYZ file:
```
76
Properties=species:S:1:pos:R:3:mulliken_charge:R:1
C 4.102 -6.164 0.863 -0.960
C 3.697 -5.343 -0.490 -0.389
B 2.297 -4.566 -0.104 0.525
O 1.224 -5.434 0.353 -0.630
C 2.173 -2.953 -0.196 0.372
C 3.120 -2.053 0.630 -0.668
C 3.056 -0.489 0.646 -0.913
C 1.963 0.214 -0.225 -0.603
C 1.024 -0.721 -1.087 0.571
C 1.105 -2.267 -1.096 -0.217
P -0.139 -3.164 -2.206 0.622
C -1.232 -4.357 -1.224 -1.026
C 0.996 -4.128 -3.447 -0.834
C 2.087 -3.021 -3.966 -0.636
S -0.252 0.216 -2.082 -0.490
C -0.796 1.480 -0.811 0.662
C 0.402 2.100 0.004 -1.016
C 0.084 3.141 1.116 -0.341
C -1.385 3.547 1.413 0.606
C -1.686 4.594 2.581 -0.751
C -0.395 5.076 3.403 -0.860
C 0.143 4.037 4.512 0.426
C -0.593 2.609 4.515 -1.050
C 1.735 3.722 4.368 -1.131
C -2.542 2.889 0.575 0.032
F -3.857 3.278 0.932 -0.386
C -2.289 1.849 -0.563 0.070
C -3.424 1.138 -1.426 0.319
C -3.925 -0.183 -0.604 -1.122
C -4.624 2.105 -1.898 -0.459
C -6.019 1.285 -1.900 -0.977
N 1.818 1.704 -0.219 0.188
C 2.393 2.297 -1.475 -0.153
C 1.582 3.548 -2.053 0.462
O 0.850 3.356 -3.041 -0.451
F 1.658 4.872 -1.544 -0.248
H 3.486 -7.128 0.907 0.283
H 5.210 -6.450 0.838 0.325
H 3.828 -5.579 1.822 0.250
H 4.542 -4.579 -0.679 0.304
H 3.526 -6.037 -1.387 0.251
H 0.683 -4.840 0.936 0.346
H 3.921 -2.543 1.272 0.381
H 3.770 0.150 1.278 0.414
H -2.318 -4.283 -1.583 0.476
H -1.237 -4.176 -0.094 0.250
H -0.914 -5.463 -1.360 0.362
H 1.581 -4.952 -2.914 0.298
H 0.376 -4.571 -4.335 0.000
H 2.260 -3.189 -5.089 0.355
H 1.590 -1.998 -3.822 0.255
H 3.078 -3.119 -3.391 0.224
H 0.997 3.550 1.686 0.239
H -2.479 4.251 3.330 0.261
H -2.111 5.538 2.062 0.501
H 0.498 5.334 2.712 0.324
H -0.651 6.075 3.927 0.371
H 0.029 4.555 5.531 0.399
H -1.697 2.794 4.732 0.306
H -0.432 2.024 3.549 0.108
H -0.166 1.958 5.362 0.396
H 2.211 3.402 5.362 0.342
H 2.308 4.612 3.933 0.333
H 1.872 2.837 3.642 0.164
H -2.958 0.710 -2.396 0.223
H -4.695 0.055 0.198 0.295
H -2.963 -0.666 -0.199 0.260
H -4.328 -0.908 -1.410 0.288
H -4.677 3.106 -1.359 0.323
H -4.421 2.354 -3.010 0.213
H -5.833 0.354 -2.563 0.216
H -6.868 1.856 -2.436 0.365
H -6.397 1.016 -0.858 0.253
H 3.444 2.694 -1.191 0.344
H 2.553 1.455 -2.231 0.320
Sr -0.967 -4.414 -5.026 1.839
```